Record 1
This record from OMol25 describes a 18-piece molecular cluster, C48H126N12O48P6 overall. The level of theory is wB97M-V/def2-TZVPD.

Results
Relative energy (zero: lowest compared OMol25 entry of this formula, charge and spin), kJ/mol: 0.00
Kohn-Sham gap, eV: 10.0
HOMO energy, eV: -10.08
Electronic energy, hartree: -8220.75135
LUMO energy, eV: -0.1275
Molar mass, g/mol: 1825.42

Cartesian coordinates (Å):
C1 0.2861 -0.5542 3.6107
C2 -0.5694 -0.0054 2.4650
O1 0.2615 0.8690 1.6895
P1 0.7987 0.4581 0.2226
O2 1.6309 1.5094 -0.3864
O3 -0.5263 -0.0298 -0.5245
C3 -1.3902 0.9569 -1.1013
C4 -1.4812 0.5942 -2.5810
O4 1.6219 -0.8911 0.4864
C5 3.0231 -0.9738 0.1297
C6 3.7498 -0.5652 1.4093
H1 0.4986 0.3001 4.2586
H2 -0.4148 -1.1300 4.2240
H3 1.1254 -1.1758 3.3206
H4 -0.8479 -0.8796 1.8702
H5 -1.4478 0.5158 2.8388
H6 -2.4246 0.9279 -0.7520
H7 -1.0261 1.9797 -0.9829
H8 -2.2292 1.2330 -3.0544
H9 -0.5187 0.7678 -3.0610
H10 -1.7623 -0.4511 -2.7005
H11 3.2665 -2.0038 -0.1275
H12 3.3712 -0.3870 -0.7212
H13 3.5481 -1.3328 2.1548
H14 4.7873 -0.8263 1.1629
H15 3.6222 0.4372 1.8034
C7 4.4556 -6.6804 -6.6878
C8 2.9671 -6.8557 -7.0081
O5 2.0940 -5.8211 -6.5014
P2 2.3867 -4.2783 -6.6991
O6 3.3541 -3.7254 -5.7347
O7 2.8607 -4.1975 -8.2272
C9 3.5658 -3.0614 -8.7356
C10 4.8580 -3.5172 -9.4058
O8 0.9533 -3.5929 -6.7065
C11 0.0843 -3.5842 -5.6020
C12 0.0340 -2.2233 -4.9373
H16 4.6175 -6.4028 -5.6487
H17 4.8826 -7.6569 -6.9107
H18 4.8090 -5.8718 -7.3229
H19 2.8137 -6.8206 -8.0891
H20 2.5598 -7.7829 -6.6102
H21 2.9445 -2.5712 -9.4836
H22 3.8533 -2.4060 -7.9127
H23 5.5835 -3.9159 -8.6956
H24 4.7089 -4.2591 -10.1885
H25 5.3250 -2.6173 -9.8140
H26 -0.9422 -3.8072 -5.9178
H27 0.2970 -4.3665 -4.8682
H28 -0.6472 -2.1619 -4.0917
H29 1.0719 -2.0265 -4.6385
H30 -0.1510 -1.3294 -5.5388
C13 -0.8926 -0.0596 7.8328
C14 0.1798 0.0613 8.8950
O9 1.2528 0.8304 8.3063
P3 2.6977 0.6430 8.9462
O10 3.0796 -0.7467 9.2467
O11 3.6733 1.4004 7.9285
C15 4.0700 0.8868 6.6829
C16 3.0459 1.1461 5.5664
O12 2.5917 1.6180 10.2071
C17 3.7337 2.1931 10.8540
C18 5.0027 1.3252 10.9558
H31 -1.1344 0.9718 7.5504
H32 -0.5657 -0.5118 6.8956
H33 -1.8230 -0.5316 8.1435
H34 -0.2317 0.6547 9.7126
H35 0.5578 -0.9220 9.1755
H36 5.0796 1.2602 6.4808
H37 4.3098 -0.1865 6.7679
H38 3.2349 0.5219 4.6939
H39 2.0314 0.9523 5.9077
H40 3.1359 2.2033 5.3140
H41 3.9041 3.1241 10.3084
H42 3.4383 2.4273 11.8770
H43 5.8154 2.0480 11.0312
H44 4.9839 0.7263 11.8634
H45 5.1206 0.6741 10.0937
C19 -5.3768 0.1026 2.3427
C20 -4.6698 0.7173 1.1376
O13 -5.6248 1.4919 0.4023
P4 -5.1488 2.3969 -0.8428
O14 -4.5789 1.5875 -1.9366
O15 -6.4975 3.1602 -1.2208
C21 -6.4515 4.1852 -2.2091
C22 -7.8492 4.4716 -2.7199
O16 -4.1491 3.5012 -0.2911
C23 -4.4535 4.2792 0.8850
C24 -3.6060 5.5318 0.7919
H46 -6.0971 -0.6689 2.0679
H47 -4.6168 -0.4004 2.9454
H48 -5.8670 0.8569 2.9557
H49 -3.9188 1.3758 1.5847
H50 -4.2455 -0.0372 0.4760
H51 -6.0206 5.0850 -1.7573
H52 -5.8194 3.9602 -3.0728
H53 -7.8342 5.2148 -3.5171
H54 -8.3542 3.5359 -2.9437
H55 -8.3994 5.0254 -1.9522
H56 -5.5238 4.5069 0.9143
H57 -4.2990 3.6495 1.7641
H58 -3.9972 6.0493 -0.0878
H59 -3.7465 6.1901 1.6457
H60 -2.5794 5.2437 0.5764
C25 -3.9293 -1.6017 5.9402
C26 -3.2720 -2.8484 5.3657
O17 -2.7130 -2.5353 4.0709
P5 -3.1157 -3.3844 2.7765
O18 -2.6998 -2.7480 1.5195
O19 -4.6917 -3.6268 2.9271
C27 -5.4380 -4.3073 1.9151
C28 -5.4831 -5.8048 2.2300
O20 -2.4650 -4.8196 3.0648
C29 -1.0360 -4.9572 2.9779
C30 -0.5719 -5.7900 4.1642
H61 -3.4438 -0.6991 5.5689
H62 -4.9817 -1.5156 5.6679
H63 -3.8330 -1.6150 7.0259
H64 -2.4242 -3.1882 5.9650
H65 -3.9161 -3.7258 5.2834
H66 -6.4290 -3.8586 1.9891
H67 -5.0414 -4.1467 0.9111
H68 -4.5171 -6.2742 2.0507
H69 -5.7060 -6.0053 3.2800
H70 -6.2896 -6.2933 1.6812
H71 -0.7419 -5.3660 2.0104
H72 -0.6015 -3.9519 2.9653
H73 0.3499 -6.3265 3.9295
H74 -0.3328 -5.1122 4.9841
H75 -1.2723 -6.5677 4.4615
C31 -6.3954 10.0511 -5.6393
C32 -5.3549 9.0113 -6.0607
O21 -4.4907 8.8334 -4.9350
P6 -3.4175 7.6344 -4.9281
O22 -2.5834 7.5925 -6.1308
O23 -2.5690 7.8771 -3.6065
C33 -3.2243 8.0820 -2.3589
C34 -2.2233 8.0744 -1.2078
O24 -4.3305 6.3326 -4.6382
C35 -3.6857 5.0658 -4.7857
C36 -2.9468 4.6598 -3.5077
H76 -5.8455 10.9841 -5.4922
H77 -7.1198 10.2925 -6.4203
H78 -6.9803 9.8842 -4.7359
H79 -5.7434 8.0221 -6.3093
H80 -4.8161 9.4451 -6.9033
H81 -3.6942 9.0689 -2.3351
H82 -3.9785 7.3069 -2.2044
H83 -2.7453 8.3192 -0.2846
H84 -1.9420 7.0240 -1.0722
H85 -1.3207 8.6349 -1.4324
H86 -4.4379 4.2970 -4.9788
H87 -3.0742 5.0672 -5.6899
H88 -2.5112 3.6643 -3.5834
H89 -2.1519 5.3614 -3.2360
H90 -3.5428 4.7290 -2.5940
C37 1.3957 2.7095 -3.2033
N1 2.3849 3.4394 -4.0823
O25 2.0520 3.9573 -5.1168
O26 3.5245 3.4690 -3.6316
H91 0.4370 3.0558 -3.5776
H92 1.6367 2.9756 -2.1840
H93 1.6138 1.6738 -3.4464
C38 5.4060 -4.1751 -2.3542
N2 5.5056 -5.2832 -1.3552
O27 5.3602 -6.4141 -1.7440
O28 5.7760 -4.9852 -0.2198
H94 6.2793 -3.5368 -2.2433
H95 4.5678 -3.5567 -2.0324
H96 5.2398 -4.5666 -3.3494
C39 -4.9998 1.0679 -4.9960
N3 -6.2128 0.4556 -5.5823
O29 -7.0256 1.1674 -6.1452
O30 -6.3464 -0.7500 -5.4742
H97 -4.1384 0.8830 -5.6354
H98 -4.7940 0.5729 -4.0547
H99 -5.1826 2.1283 -4.8701
C40 4.1383 -4.0598 2.1932
N4 3.6862 -5.3982 2.6050
O31 4.4766 -6.2232 3.0036
O32 2.4852 -5.5560 2.5143
H100 3.8497 -3.8341 1.1720
H101 5.2239 -4.0150 2.2066
H102 3.6832 -3.3426 2.8705
C41 -4.5129 -1.7834 -2.4807
N5 -3.5840 -2.4943 -3.3868
O33 -2.8025 -3.2783 -2.8992
O34 -3.6183 -2.2125 -4.5712
H103 -5.2705 -1.2899 -3.0799
H104 -4.0075 -1.0495 -1.8580
H105 -4.9445 -2.5747 -1.8713
C42 0.5803 4.1612 1.5301
N6 -0.4515 3.6672 2.5087
O35 -0.2296 3.9205 3.6695
O36 -1.3741 3.0328 2.0611
H106 0.3281 5.2078 1.3692
H107 0.4536 3.6525 0.5793
H108 1.5409 3.9428 1.9790
C43 -0.1684 1.0768 -7.8960
N7 -0.5907 1.5295 -6.5442
O37 0.1766 1.3041 -5.6406
O38 -1.6441 2.1302 -6.4580
H109 0.1841 0.0544 -7.8129
H110 0.6125 1.7657 -8.2168
H111 -0.9618 1.2044 -8.6258
C44 -0.3755 -4.0190 -0.5218
N8 1.0554 -3.9174 -0.7510
O39 1.4424 -3.3512 -1.7514
O40 1.7709 -4.3461 0.1336
H112 -0.6310 -5.0252 -0.2047
H113 -0.9566 -3.7059 -1.3823
H114 -0.5999 -3.3277 0.2920
C45 5.4969 2.0471 -1.6244
N9 6.7037 1.2791 -1.2192
O41 7.6606 1.8855 -0.7799
O42 6.6561 0.0711 -1.3199
H115 5.1585 1.7043 -2.5926
H116 5.6972 3.1040 -1.4913
H117 4.7710 1.8114 -0.8423
C46 2.4113 -2.8618 6.5782
N10 0.9958 -3.1413 6.9915
O43 0.1389 -2.7906 6.1957
O44 0.7710 -3.7793 7.9961
H118 2.5012 -3.3035 5.5918
H119 3.0886 -3.2804 7.3136
H120 2.5755 -1.7882 6.5309
C47 9.2378 -1.3417 1.1879
N11 8.0214 -2.1208 0.8306
O45 8.1325 -2.8338 -0.1455
O46 6.9870 -1.8998 1.4307
H121 9.5398 -0.7400 0.3373
H122 10.0508 -2.0571 1.3168
H123 9.0247 -0.8655 2.1386
C48 7.1927 -2.0840 4.8661
N12 5.7004 -2.1540 4.8068
O47 5.1845 -3.0719 5.4177
O48 5.0939 -1.3947 4.0822
H124 7.5573 -2.9895 5.3395
H125 7.5002 -1.1261 5.2697
H126 7.5686 -2.1901 3.8482

Mulliken population analysis, charges in e, atoms 1 to 4: atom 1 (C): -0.048, atom 2 (C): -0.205, atom 3 (O): 0.670, atom 4 (P): -1.488

=====

Record 2
This record from OMol25 describes C48H128AsCsF6O16 as an isolated structure. The level of theory is wB97M-V/def2-TZVPD.

Results
Kohn-Sham gap, eV: 9.3
HOMO energy, eV: -9.44
Electronic energy, hartree: -5964.67367
LUMO energy, eV: -0.1031
Molar mass, g/mol: 1283.35

Cartesian coordinates (Å):
Cs1 1.0702 -1.2664 -4.6540
As1 -0.1580 -0.2079 -0.9548
F1 -0.5540 1.4800 -1.1386
F2 1.3222 0.0116 -1.8438
F3 0.2912 -1.8010 -0.5659
F4 -1.6302 -0.5565 -0.1051
F5 -0.8986 -0.5847 -2.4086
F6 0.6534 0.2650 0.5629
C1 4.9792 -4.7970 -3.5528
C2 3.4548 -4.8999 -3.3677
C3 3.0189 -5.9557 -2.3531
O1 2.9039 -3.6408 -3.0145
H1 5.4911 -4.6774 -2.6481
H2 5.1627 -3.8604 -4.0876
H3 5.2432 -5.6666 -4.1624
H4 3.0106 -5.1374 -4.3487
H5 1.9801 -5.9837 -2.3257
H6 3.4165 -5.6498 -1.3814
H7 3.4193 -6.9664 -2.6027
H8 3.3616 -3.2153 -2.2879
C4 2.7157 3.4688 0.0484
C5 2.2633 4.9101 -0.3055
C6 0.7382 4.8764 -0.5223
O2 2.6542 5.7226 0.7999
H9 2.3021 3.3674 1.0356
H10 3.8065 3.4423 0.1029
H11 2.4452 2.6918 -0.6266
H12 2.7528 5.2712 -1.2197
H13 0.5573 4.0136 -1.1371
H14 0.4117 5.8597 -0.9313
H15 0.2574 4.7333 0.4085
H16 2.3620 5.2276 1.5828
C7 -5.6025 3.1962 1.0585
C8 -6.4471 2.3306 0.1387
C9 -6.8814 2.9990 -1.1996
O3 -5.6100 1.2557 -0.3073
H17 -6.1681 4.0885 1.2506
H18 -4.7020 3.3943 0.4077
H19 -5.4612 2.6597 2.0288
H20 -7.3186 2.0428 0.6679
H21 -7.4174 2.3277 -1.8813
H22 -5.9122 3.3046 -1.6081
H23 -7.5193 3.8602 -0.9351
H24 -5.2947 0.7471 0.4627
C10 -1.4550 2.3185 5.0801
C11 -0.3924 2.3378 4.0099
C12 -0.7964 3.0746 2.7731
O4 0.8644 2.8682 4.5591
H25 -1.9537 3.2539 5.3579
H26 -1.0202 1.9254 6.0383
H27 -2.2750 1.6628 4.7649
H28 -0.2222 1.3118 3.6819
H29 -1.7155 2.6835 2.4698
H30 -0.1286 2.9186 1.9050
H31 -0.9299 4.1119 3.0238
H32 1.0845 2.4460 5.4023
C13 -4.7152 -0.2841 -3.2754
C14 -3.9430 -1.2052 -4.1316
C15 -4.5861 -1.7560 -5.3932
O5 -2.7091 -0.5691 -4.6793
H33 -4.3494 -0.2146 -2.3175
H34 -5.7921 -0.5547 -3.2649
H35 -4.7735 0.6712 -3.7541
H36 -3.6432 -2.0889 -3.5473
H37 -4.7436 -0.9609 -6.1608
H38 -5.5054 -2.2902 -5.0819
H39 -3.8996 -2.5355 -5.7277
H40 -2.2021 -0.2654 -3.9343
C16 -1.9083 -1.6680 4.9475
C17 -1.2072 -1.1245 3.6783
C18 -0.9091 -2.3164 2.6887
O6 -2.1248 -0.2393 2.9747
H41 -2.2356 -0.9026 5.6793
H42 -1.2510 -2.3981 5.4106
H43 -2.8094 -2.1596 4.5972
H44 -0.2756 -0.5634 4.0077
H45 -0.4251 -1.8772 1.8096
H46 -1.8916 -2.6166 2.3578
H47 -0.3809 -3.2103 3.1053
H48 -1.7459 -0.1245 2.0831
C19 -2.9137 3.6134 -1.9577
C20 -2.5852 3.8116 -3.4444
C21 -3.5552 3.0517 -4.3177
O7 -2.6131 5.2463 -3.8007
H49 -3.0233 2.5906 -1.7178
H50 -3.8219 4.1470 -1.7545
H51 -2.1310 3.9497 -1.3322
H52 -1.5544 3.4508 -3.7426
H53 -3.4764 3.3715 -5.4077
H54 -4.5894 3.2771 -4.0211
H55 -3.2863 1.9874 -4.4237
H56 -1.9967 5.6995 -3.2111
C22 5.3638 -0.9645 -2.5863
C23 5.5892 -1.9861 -1.4924
C24 6.3388 -1.3829 -0.3639
O8 4.3297 -2.5468 -1.1437
H57 6.2345 -0.3809 -2.9418
H58 4.6219 -0.2523 -2.2312
H59 4.9584 -1.4606 -3.5004
H60 6.0426 -2.8169 -1.9006
H61 5.9908 -0.3987 -0.1033
H62 7.3557 -1.2419 -0.7128
H63 6.2879 -2.0809 0.4941
H64 3.8375 -1.8727 -0.6481
C25 -1.4878 -5.1822 -1.0102
C26 -1.8666 -4.0551 -1.8973
C27 -1.0234 -3.9897 -3.1907
O9 -3.2585 -4.2300 -2.3482
H65 -0.4418 -5.2285 -0.8696
H66 -1.6653 -6.1601 -1.5151
H67 -2.0244 -5.1579 -0.0458
H68 -1.7674 -3.1565 -1.3384
H69 -1.3482 -3.1120 -3.8329
H70 -1.1810 -4.9093 -3.7900
H71 0.0604 -3.9142 -2.9504
H72 -3.7419 -3.7539 -1.7413
C28 1.4595 -0.7259 6.0846
C29 2.3122 -0.3347 7.2541
C30 1.8584 0.8354 8.0882
O10 2.5906 -1.3842 8.2467
H73 0.4434 -1.0234 6.2846
H74 1.9854 -1.5551 5.5635
H75 1.3835 0.1051 5.3841
H76 3.3035 -0.0217 6.8642
H77 2.4974 0.7758 8.9838
H78 0.7870 0.6710 8.3063
H79 1.9246 1.8271 7.5912
H80 3.2325 -2.0277 7.9324
C31 4.6030 -1.0081 3.1551
C32 3.3293 -0.4500 2.5901
C33 3.3679 1.0507 2.5688
O11 3.1152 -1.0485 1.2731
H81 4.6939 -0.7959 4.2462
H82 5.5318 -0.6462 2.6544
H83 4.4800 -2.0568 3.0824
H84 2.4507 -0.7648 3.2097
H85 2.4786 1.4449 2.0930
H86 4.2203 1.4235 2.0143
H87 3.4910 1.4148 3.5594
H88 2.3354 -0.4903 0.9682
C34 -2.6973 -1.8599 -8.4718
C35 -1.5880 -0.8877 -7.9642
C36 -2.1621 0.5679 -7.9621
O12 -0.9757 -1.2945 -6.7624
H89 -3.0692 -1.4066 -9.3360
H90 -3.5478 -1.9110 -7.8321
H91 -2.2802 -2.7983 -8.7077
H92 -0.7571 -0.8573 -8.7002
H93 -2.4282 0.8873 -8.9695
H94 -1.4435 1.3031 -7.6212
H95 -3.1115 0.5875 -7.3322
H96 -1.7240 -1.0888 -6.1145
C37 -6.6915 -1.7492 2.1175
C38 -5.2597 -1.8441 1.7459
C39 -4.9891 -2.4170 0.3506
O13 -4.7495 -0.4816 1.8032
H97 -7.3122 -1.1095 1.5085
H98 -6.7307 -1.2998 3.1170
H99 -7.1102 -2.8062 2.0929
H100 -4.6760 -2.3840 2.5063
H101 -5.1919 -3.4945 0.3264
H102 -3.9934 -2.2409 0.0077
H103 -5.6377 -2.0067 -0.4176
H104 -3.7966 -0.5408 2.0410
C40 2.4950 6.9018 4.5205
C41 3.1810 5.5689 4.2750
C42 3.4427 4.8047 5.5697
O14 2.3771 4.6317 3.4939
H105 1.5190 6.7901 5.0122
H106 2.3674 7.3665 3.4921
H107 3.0174 7.5557 5.1659
H108 4.1201 5.7423 3.7331
H109 2.5210 4.5978 6.0708
H110 4.1720 5.3819 6.1597
H111 4.0190 3.8770 5.3365
H112 1.6679 4.0897 3.9791
C43 1.4781 2.9691 -3.9911
C44 2.8781 2.5182 -4.4572
C45 3.8209 3.0481 -3.4790
O15 3.0032 1.0994 -4.6274
H113 1.3512 2.7391 -2.9225
H114 0.6238 2.4770 -4.5412
H115 1.3023 4.0441 -4.1342
H116 3.0775 2.8867 -5.4996
H117 3.6919 2.6563 -2.4773
H118 3.7609 4.1227 -3.3335
H119 4.8928 2.8381 -3.7932
H120 3.3850 0.7715 -3.7910
C46 2.1558 -3.9279 4.0210
C47 1.8776 -5.2783 3.2027
C48 2.6161 -5.3632 1.8928
O16 2.2618 -6.4538 4.0308
H121 1.8395 -3.1001 3.4052
H122 3.2060 -3.8802 4.1911
H123 1.5291 -3.8336 4.9354
H124 0.8329 -5.3468 3.0381
H125 2.2583 -6.2021 1.2869
H126 3.5902 -5.7098 2.1361
H127 2.7069 -4.4205 1.3483
H128 1.8465 -6.3469 4.9006

Mulliken population analysis, charges in e, atoms 1 to 4: atom 1 (Cs): 1.456, atom 2 (As): 2.341, atom 3 (F): -0.445, atom 4 (F): -0.777